{"formula": "C23H47MnN9O3P2", "method": "wB97M-V/def2-TZVPD", "symbols": ["Mn", "P", "P", "O", "O", "O", "N", "N", "N", "N", "N", "N", "N", "N", "N", "C", "C", "C", "C", "C", "C", "C", "C", "C", "C", "C", "C", "C", "C", "C", "C", "C", "C", "C", "C", "C", "C", "C", "H", "H", "H", "H", "H", "H", "H", "H", "H", "H", "H", "H", "H", "H", "H", "H", "H", "H", "H", "H", "H", "H", "H", "H", "H", "H", "H", "H", "H", "H", "H", "H", "H", "H", "H", "H", "H", "H", "H", "H", "H", "H", "H", "H", "H", "H", "H"], "coordinates": [[-0.204245, -1.135176, -0.500049], [0.754549, 0.524791, 2.486294], [0.054922, 2.185163, 0.229463], [-0.634063, 0.933001, -0.234152], [1.118709, -0.642201, 1.574098], [0.566920, 1.969544, 1.763221], [-0.768479, 0.257868, 3.047287], [-2.368097, -1.312593, -1.478752], [-0.168444, -0.735145, -2.816359], [1.955252, -1.581593, -1.498692], [0.351353, -3.391214, -0.631935], [1.404741, 2.692768, -0.492368], [-1.039996, 3.415101, 0.400101], [1.892285, 0.696339, 3.643217], [-1.489666, -2.126660, 1.198084], [2.047555, 2.005180, 4.359179], [-1.318503, -0.361645, -3.322107], [1.744425, -3.451096, -0.069969], [-0.065915, 0.419394, -5.253609], [-1.157148, -3.525819, 1.414787], [-0.741486, 4.814825, 0.879259], [3.074602, -0.115770, 3.569660], [1.200376, 3.442883, -1.773398], [1.116959, -0.031453, -4.643836], [2.743453, 2.275349, -0.140059], [-0.652626, -4.208362, 0.125870], [-2.423958, 3.240095, 0.006151], [-1.272446, 0.148302, -4.622033], [2.769885, -2.514936, -0.717580], [-2.574961, -0.720592, -2.577474], [1.010312, -0.637423, -3.406988], [-0.833253, -0.836882, 4.016408], [-1.840305, 1.242607, 3.240768], [-3.321099, -1.845233, -0.509489], [3.514583, -1.440420, -3.381728], [-2.905942, -1.664799, 0.955458], [2.201479, -1.208192, -2.690185], [-3.768126, -0.284997, -3.236648], [-0.702396, -0.427356, 5.059629], [-3.316737, -2.916882, -0.689345], [1.623324, -3.112392, 0.979513], [3.389540, 3.124315, -0.358606], [2.736489, 1.893384, 5.222073], [3.937982, -0.524599, -3.826648], [-3.036427, 3.632523, 0.797285], [-1.764707, -1.342782, 3.957831], [2.752108, -0.956244, 3.013886], [3.025765, 1.390468, -0.702211], [3.650312, -2.954256, -1.246821], [-1.289074, 5.543313, 0.261898], [1.806288, 4.295442, -1.756665], [-0.361241, -3.535797, 2.162529], [-4.635790, -0.254567, -2.625051], [2.152974, -4.457839, -0.134091], [3.424673, -0.378215, 4.561860], [0.352742, 4.922158, 0.909649], [1.064959, 2.276281, 4.708844], [-2.087094, 1.776694, 2.315662], [3.403935, -2.180941, -4.206050], [-3.540852, -2.219623, 1.603912], [-1.552041, -4.239516, -0.509348], [-0.008395, -1.565629, 3.869522], [2.390076, 2.763818, 3.647601], [-2.673633, 2.165187, -0.060413], [0.338924, -3.753542, -1.543779], [-3.721525, 0.721038, -3.645222], [-4.296435, -1.443187, -0.709873], [-3.985251, -0.900278, -4.102274], [-0.352288, -5.239351, 0.286737], [2.031611, 0.124527, -5.246895], [-2.140771, 0.326233, -5.210029], [-2.005665, -4.082547, 1.753405], [-0.107819, 0.848472, -6.239320], [3.209905, -1.981118, 0.126124], [3.897552, 0.355920, 3.011236], [-1.620921, 1.971762, 4.043688], [-2.932473, -0.660999, 1.356579], [4.245598, -1.814465, -2.662575], [-1.220337, 4.911188, 1.868444], [-2.718213, 3.729488, -0.951481], [0.185443, 3.727249, -1.891760], [2.855852, 2.059423, 0.958505], [-1.084067, -1.603392, 1.936883], [1.452777, 2.780976, -2.597512], [-2.748264, 0.714672, 3.590766]], "atomic_forces_ev_per_a": [[0.311, -0.491, -0.305], [-0.045, -1.153, -1.411], [-1.160, 0.623, 1.346], [0.248, 0.522, -0.101], [-0.296, 1.411, 0.435], [0.468, -0.926, 0.079], [-0.445, 0.050, 0.478], [0.719, -0.112, 1.118], [0.457, -0.573, 2.102], [0.203, 0.268, 0.119], [0.123, -0.004, 2.086], [-1.230, 0.844, -0.408], [0.621, 0.263, -0.874], [-0.300, 1.573, 0.476], [-0.549, 0.626, -1.359], [-0.112, -0.836, -0.452], [0.861, -0.353, -1.719], [-0.631, -0.566, 0.639], [-0.008, -1.121, 0.970], [1.065, 0.007, -0.759], [-0.417, -1.412, 0.114], [0.711, 0.242, -0.260], [0.502, -2.202, 0.702], [-0.074, 0.980, -1.709], [0.320, 0.095, 0.884], [-0.628, 0.929, -0.472], [-0.528, -0.879, -0.516], [-0.117, 0.487, -0.153], [0.109, 1.209, -0.188], [1.934, 0.249, 0.757], [0.605, 0.789, -0.566], [1.620, 0.610, 1.540], [-0.253, 0.304, 0.458], [0.279, 0.316, -0.540], [0.044, -0.180, -0.665], [1.908, -0.418, 0.009], [-0.065, -0.531, 0.508], [-1.930, 0.561, -0.967], [-0.222, -0.508, -0.846], [-0.342, -0.209, -0.104], [0.209, -0.558, -0.499], [0.306, -0.211, -0.096], [-0.461, 0.006, -0.675], [-0.337, -0.246, 0.168], [-0.485, 0.364, 0.317], [-0.914, -0.458, -0.076], [0.355, -1.272, -0.282], [0.328, -0.098, -0.103], [-1.151, -0.170, 0.166], [0.700, -0.246, -0.226], [0.975, 1.288, -0.133], [-0.190, -0.187, 0.155], [-0.781, -0.383, 0.692], [-0.204, -0.255, 0.402], [-0.030, -0.107, 0.122], [-0.554, 0.442, 0.056], [-0.249, 0.381, 0.353], [0.202, -0.159, 0.235], [0.072, 0.458, 0.483], [-0.958, -0.712, 0.285], [0.433, -0.160, -0.166], [-0.470, 0.406, -0.054], [0.190, 0.014, 0.342], [0.195, 0.512, -0.136], [0.141, -0.362, -1.582], [0.517, 0.172, 0.071], [-0.768, -0.009, 0.241], [-0.100, -0.362, -0.170], [0.249, -0.108, 0.224], [-0.325, -0.351, 0.922], [-0.760, 0.287, -0.040], [-0.518, -0.492, 0.509], [0.319, 0.104, -0.154], [0.087, 0.304, -0.118], [-0.135, 0.076, 0.188], [0.067, -0.186, -0.379], [-0.060, 0.557, -0.470], [-0.086, 0.085, -0.283], [0.609, 0.000, -0.091], [0.440, -0.171, 0.580], [-0.972, 0.275, 0.086], [-0.316, 0.203, -1.123], [0.028, 0.648, 0.450], [0.189, 0.101, -0.274], [0.456, 0.100, -0.362]], "energy_ha": -3456.59723, "charge": 2, "multiplicity": 6, "relative_energy_kj_mol": 0.0, "gap_ev": [8.4, 8.9]}